One molecule with the formula C3H7N3O at a distorted geometry. Source: the Open Molecules 2025 dataset; level of theory: ωB97M-V/def2-TZVPD.

## Properties
SMILES string   [H]/N=C/NC(=O)NC
Relative energy (zero: lowest compared OMol25 entry of this formula, charge and spin)   176.3 kJ/mol
LUMO level   0.0265 Eh
Highest occupied orbital energy   -9.27 eV
Largest force on an atom   4.03 eV Å⁻¹

Structure (XYZ):
```
14
C3H7N3O, DFT ωB97M-V/def2-TZVPD
H 1.699 0.282 3.627
N 0.968 0.602 3.003
C 0.855 -0.191 2.019
N -0.098 0.071 1.066
C -0.110 -0.550 -0.166
O 0.573 -1.517 -0.458
N -0.906 0.138 -1.021
C -0.590 0.190 -2.463
H 1.439 -1.087 1.794
H -0.569 0.962 1.149
H -1.761 0.578 -0.726
H 0.453 -0.132 -2.609
H -0.567 1.271 -2.760
H -1.384 -0.618 -2.453
```



C41H38BrN6O2S2Se2Y as an isolated structure. Source: the Open Molecules 2025 dataset; level of theory: ωB97M-V/def2-TZVPD.

## Properties
Charge   -2
Relative energy (zero: lowest compared OMol25 entry of this formula, charge and spin)   112.6 kJ/mol
LUMO level   0.1295 Eh
Highest occupied orbital energy   -0.51 eV
Largest force on an atom   0.90 eV Å⁻¹

Structure (XYZ):
```
93
C41H38BrN6O2S2Se2Y, DFT ωB97M-V/def2-TZVPD
Y -0.294 0.071 -0.753
C -3.322 -0.111 1.516
C -2.671 1.120 0.945
N -2.604 1.213 -0.340
N -2.272 2.485 -0.798
C -1.773 2.578 -1.980
S -1.242 1.362 -3.072
S -1.591 4.253 -2.599
C -1.822 5.247 -1.109
C -0.555 5.587 -0.358
C 0.586 4.797 -0.427
C 1.720 5.126 0.302
C 1.727 6.248 1.117
C 0.590 7.039 1.201
C -0.538 6.710 0.466
C -2.063 2.109 1.852
C -2.753 2.671 2.920
C -2.136 3.556 3.792
C -0.784 3.843 3.599
C -0.068 3.266 2.569
C -0.676 2.381 1.649
O -0.003 1.797 0.715
H -4.253 -0.326 0.991
H -3.510 0.021 2.581
H -2.673 -0.981 1.396
H -2.495 4.680 -0.462
H -2.331 6.163 -1.415
H 0.580 3.907 -1.039
H 2.593 4.487 0.238
H 2.607 6.505 1.690
H 0.582 7.914 1.840
H -1.428 7.327 0.537
H -3.800 2.418 3.057
H -2.690 4.010 4.604
H -0.278 4.526 4.275
H 0.987 3.475 2.438
C -0.571 -0.354 4.825
Se 0.412 -0.414 3.143
C 0.844 -2.319 3.185
C -0.267 -3.220 2.668
Se -0.821 -2.768 0.812
C 0.683 -3.678 -0.007
H 0.073 -0.591 5.671
H -1.424 -1.032 4.803
H -0.938 0.668 4.921
H 1.121 -2.559 4.216
H 1.735 -2.417 2.565
H -1.160 -3.128 3.291
H 0.049 -4.267 2.696
H 0.727 -4.707 0.352
H 1.604 -3.142 0.215
H 0.485 -3.638 -1.074
Br 5.256 7.769 -0.235
C 5.809 5.965 -0.466
C 6.624 5.642 -1.537
C 7.067 4.338 -1.672
C 6.674 3.345 -0.775
C 5.831 3.690 0.283
C 5.413 5.002 0.445
N 7.352 2.093 -0.887
N 6.844 0.974 -0.608
C 5.481 0.683 -0.463
C 5.221 -0.317 0.474
C 3.953 -0.738 0.811
C 2.828 -0.270 0.103
O 1.653 -0.676 0.319
C 3.080 0.694 -0.967
N 1.986 1.041 -1.687
C 2.122 1.885 -2.686
C 3.372 2.397 -3.064
C 4.490 2.035 -2.365
C 4.379 1.178 -1.246
H 6.923 6.404 -2.243
H 7.742 4.067 -2.474
H 5.507 2.937 0.987
H 4.773 5.266 1.274
H 6.083 -0.735 0.983
H 3.796 -1.474 1.588
H 1.215 2.143 -3.222
H 3.437 3.061 -3.916
H 5.456 2.391 -2.686
N -1.071 -1.684 -1.609
C -1.993 -2.309 -2.334
C -3.401 -2.108 -2.141
C -4.355 -2.784 -2.875
C -4.005 -3.708 -3.864
C -2.645 -3.915 -4.097
C -1.676 -3.247 -3.373
H -3.696 -1.371 -1.403
H -5.406 -2.581 -2.682
H -4.761 -4.232 -4.438
H -2.336 -4.613 -4.872
H -0.624 -3.414 -3.585
```



C27H29IrN5O4S as an isolated structure at a distorted geometry. Source: the Open Molecules 2025 dataset; level of theory: ωB97M-V/def2-TZVPD.

## Properties
Charge   +2
Relative energy (zero: lowest compared OMol25 entry of this formula, charge and spin)   150.5 kJ/mol
2S+1   2
LUMO level (alpha / beta)   -0.2173 / -0.2938 Eh
Highest occupied orbital energy (alpha / beta)   -13.39 / -13.70 eV
Largest force on an atom   4.66 eV Å⁻¹

Structure (XYZ):
```
67
C27H29IrN5O4S, DFT ωB97M-V/def2-TZVPD
Ir 0.210 0.249 -0.793
O -0.291 0.310 -2.710
C -1.372 0.556 -3.343
C -1.306 0.621 -4.761
C -2.425 0.876 -5.484
C -3.699 1.081 -4.857
C -3.801 1.028 -3.512
C -2.647 0.765 -2.701
C -2.800 0.725 -1.326
N -1.846 0.475 -0.420
N -2.319 0.487 0.818
C -1.336 0.223 1.715
O -0.179 -0.090 1.335
C -1.660 0.328 3.140
C -0.645 0.164 4.085
C -0.923 0.303 5.431
C -2.220 0.596 5.843
C -3.235 0.753 4.908
C -2.962 0.620 3.558
H -0.341 0.464 -5.224
H -2.357 0.930 -6.563
H -4.570 1.282 -5.464
H -4.756 1.180 -3.024
H -3.785 0.903 -0.910
H 0.354 -0.081 3.755
H -0.136 0.184 6.164
H -2.439 0.695 6.898
H -4.241 0.979 5.235
H -3.746 0.736 2.825
C 5.237 -0.595 -0.869
N 4.148 -1.477 -0.432
C 4.278 -2.547 0.442
C 3.070 -3.125 0.555
N 2.208 -2.399 -0.267
C 2.883 -1.396 -0.855
S 2.222 -0.274 -1.943
C 0.892 -2.781 -0.612
C 0.624 -4.133 -0.701
C -0.666 -4.546 -0.969
C -1.640 -3.587 -1.165
C -1.288 -2.257 -1.098
N -0.039 -1.830 -0.821
H 6.179 -1.056 -0.589
H 5.140 0.377 -0.390
H 5.200 -0.470 -1.946
H 5.215 -2.792 0.913
H 2.738 -3.947 1.165
H 1.425 -4.847 -0.580
H -0.900 -5.600 -1.029
H -2.664 -3.857 -1.379
H -2.023 -1.500 -1.278
C -0.951 3.204 -0.208
O 0.137 2.490 -0.836
C 1.417 3.087 -0.467
C 1.896 2.585 0.869
O 2.138 1.213 0.677
C 2.628 0.563 1.849
H -0.787 4.269 -0.356
H -1.017 2.982 0.857
H -1.868 2.912 -0.703
H 1.317 4.171 -0.438
H 2.112 2.810 -1.257
H 1.147 2.728 1.658
H 2.810 3.111 1.162
H 3.616 0.955 2.103
H 2.693 -0.502 1.636
H 1.949 0.715 2.686
```



C3H8OSi as an isolated structure at a distorted geometry. Source: the Open Molecules 2025 dataset; level of theory: ωB97M-V/def2-TZVPD.

## Properties
Relative energy (zero: lowest compared OMol25 entry of this formula, charge and spin)   189.6 kJ/mol
LUMO level   -0.0004 Eh
Highest occupied orbital energy   -9.86 eV
Largest force on an atom   2.22 eV Å⁻¹

Structure (XYZ):
```
13
C3H8OSi, DFT ωB97M-V/def2-TZVPD
C -2.254 -0.189 0.114
C -1.297 0.716 0.280
C 0.394 -1.627 1.108
O 1.632 0.998 0.684
Si 0.404 0.121 0.645
H -3.179 0.143 -0.344
H -2.248 -1.101 0.707
H -1.443 1.844 0.046
H 0.279 -2.041 0.129
H 1.330 -1.871 1.609
H -0.523 -1.776 1.640
H 0.066 3.291 1.196
H 0.596 3.888 1.288
```



A 11-piece molecular cluster, C44H72FN4O32 overall. Source: the Open Molecules 2025 dataset; level of theory: ωB97M-V/def2-TZVPD.

## Properties
Charge   +1
LUMO level   -0.1439 Eh
Highest occupied orbital energy   -11.43 eV
Largest force on an atom   0.89 eV Å⁻¹

Structure (XYZ):
```
153
C44H72FN4O32, DFT ωB97M-V/def2-TZVPD
C 4.952 0.936 0.544
C 3.458 1.055 0.797
C 2.658 1.432 -0.464
C 1.180 1.134 -0.246
C 0.209 1.687 -1.291
C 0.325 3.184 -1.628
N -0.740 4.044 -0.979
C -1.981 3.871 -1.528
N -2.874 2.868 -1.040
O -4.073 3.540 -0.641
C -5.208 2.691 -0.746
C -5.378 1.712 0.424
C -6.138 2.306 1.613
O -4.101 1.219 0.806
N -2.378 4.648 -2.486
C -1.590 5.753 -3.095
N -1.769 7.007 -2.396
C -0.755 3.947 0.494
F 0.560 3.762 0.877
C -1.293 5.202 1.153
C -1.163 5.088 2.673
H 5.475 0.797 1.493
H 5.367 1.834 0.089
H 5.189 0.064 -0.064
H 3.077 0.100 1.164
H 3.269 1.832 1.542
H 2.853 2.490 -0.653
H 3.048 0.873 -1.314
H 0.903 1.435 0.765
H 1.090 0.050 -0.265
H -0.801 1.482 -0.930
H 0.306 1.130 -2.220
H 0.206 3.308 -2.704
H 1.284 3.621 -1.385
H -3.087 2.203 -1.785
H -6.059 3.370 -0.754
H -5.224 2.169 -1.710
H -5.943 0.861 0.034
H -6.898 1.598 1.939
H -6.657 3.226 1.356
H -5.493 2.493 2.469
H -4.089 1.110 1.755
H -3.300 4.490 -2.870
H -1.966 5.829 -4.113
H -0.550 5.452 -3.100
H -0.913 7.288 -1.944
H -2.512 6.973 -1.714
H -1.364 3.098 0.827
H -0.719 6.058 0.794
H -2.341 5.357 0.892
H -2.012 4.533 3.071
H -0.249 4.575 2.954
H -1.161 6.069 3.140
C 4.221 0.714 -6.033
C 4.549 -0.042 -4.761
O 3.849 0.725 -3.771
C 2.849 1.386 -4.372
O 1.990 1.962 -3.778
O 2.945 1.301 -5.712
H 4.137 0.077 -6.908
H 4.929 1.517 -6.238
H 4.152 -1.058 -4.757
H 5.608 -0.078 -4.528
C -9.697 3.135 4.250
C -10.331 1.790 3.958
O -9.184 0.945 3.798
C -8.150 1.503 4.469
O -7.103 0.971 4.656
O -8.459 2.753 4.870
H -10.279 3.756 4.925
H -9.482 3.701 3.346
H -10.928 1.415 4.791
H -10.933 1.785 3.054
C 7.651 -3.299 -1.608
C 7.121 -1.950 -2.034
O 6.519 -2.246 -3.305
C 6.217 -3.564 -3.331
O 5.557 -4.080 -4.178
O 6.748 -4.198 -2.274
H 7.607 -3.441 -0.533
H 8.663 -3.496 -1.965
H 6.348 -1.584 -1.358
H 7.893 -1.193 -2.147
C 0.673 1.598 4.217
C 0.175 2.720 5.108
O 0.442 2.211 6.416
C 1.435 1.294 6.322
O 2.003 0.812 7.243
O 1.694 1.005 5.023
H 1.089 1.943 3.273
H -0.097 0.850 4.019
H 0.740 3.643 4.966
H -0.885 2.923 4.987
C 5.644 -5.891 -6.666
C 4.332 -6.165 -7.369
O 4.749 -6.366 -8.726
C 6.046 -6.752 -8.717
O 6.634 -7.161 -9.665
O 6.576 -6.614 -7.484
H 5.674 -6.252 -5.644
H 5.913 -4.836 -6.675
H 3.848 -7.075 -7.013
H 3.630 -5.338 -7.309
C -2.200 -2.161 -1.467
C -2.246 -3.214 -0.377
O -0.860 -3.518 -0.191
C -0.129 -2.462 -0.609
O 1.036 -2.329 -0.434
O -0.914 -1.564 -1.256
H -2.982 -1.411 -1.374
H -2.224 -2.593 -2.469
H -2.648 -2.825 0.560
H -2.793 -4.108 -0.660
C 6.088 -10.581 -9.867
C 7.428 -11.142 -10.290
O 7.853 -11.831 -9.110
C 6.758 -12.144 -8.377
O 6.758 -12.856 -7.429
O 5.661 -11.527 -8.878
H 5.364 -10.528 -10.676
H 6.180 -9.599 -9.403
H 7.342 -11.864 -11.105
H 8.148 -10.376 -10.562
C -13.500 6.573 4.823
C -14.187 5.685 3.805
O -13.189 5.573 2.781
C -11.982 5.813 3.335
O -10.939 5.639 2.788
O -12.116 6.273 4.597
H -13.771 6.347 5.851
H -13.663 7.634 4.632
H -14.401 4.689 4.195
H -15.097 6.114 3.397
C 5.185 -1.034 4.226
C 3.887 -1.292 3.487
O 4.346 -1.553 2.155
C 5.628 -1.972 2.223
O 6.237 -2.425 1.307
O 6.122 -1.807 3.467
H 5.171 -1.367 5.260
H 5.486 0.014 4.189
H 3.363 -2.175 3.855
H 3.208 -0.442 3.492
C 0.470 -2.047 9.672
C 1.682 -2.200 8.778
O 2.504 -3.095 9.535
C 1.708 -3.804 10.373
O 2.059 -4.738 11.010
O 0.452 -3.292 10.377
H -0.459 -1.913 9.124
H 0.584 -1.235 10.391
H 1.440 -2.672 7.823
H 2.201 -1.265 8.594
```



C5H13NO2 as an isolated structure at a distorted geometry. Source: the Open Molecules 2025 dataset; level of theory: ωB97M-V/def2-TZVPD.

## Properties
Relative energy (zero: lowest compared OMol25 entry of this formula, charge and spin)   354.4 kJ/mol
LUMO level   0.0009 Eh
Highest occupied orbital energy   -7.97 eV
Largest force on an atom   3.80 eV Å⁻¹

Structure (XYZ):
```
21
C5H13NO2, DFT ωB97M-V/def2-TZVPD
C 0.331 -0.883 0.769
C 0.675 0.855 0.191
C -0.035 1.742 1.198
C 1.075 -1.855 -0.136
O -0.949 -1.154 0.993
O 2.082 0.952 0.260
H 2.370 0.652 1.130
H -1.649 -0.840 0.042
H 0.866 -0.748 1.723
H 0.475 1.207 -0.819
H -1.108 1.584 1.144
H 0.186 2.793 1.018
H 0.272 1.498 2.217
H 2.079 -1.506 -0.361
H 0.527 -2.024 -1.062
H 1.150 -2.819 0.369
C -1.300 0.110 -1.938
N -2.151 -0.300 -1.069
H -2.978 0.275 -0.936
H -1.477 0.970 -2.577
H -0.441 -0.509 -2.156
```



One molecule with the formula C3H3NO4 at a distorted geometry. Source: the Open Molecules 2025 dataset; level of theory: ωB97M-V/def2-TZVPD.

## Properties
SMILES string   O=c1c(O)con1O
Relative energy (zero: lowest compared OMol25 entry of this formula, charge and spin)   483.8 kJ/mol
LUMO level   0.0065 Eh
Highest occupied orbital energy   -9.17 eV
Largest force on an atom   2.91 eV Å⁻¹

Structure (XYZ):
```
11
C3H3NO4, DFT ωB97M-V/def2-TZVPD
O -0.087 -1.629 -1.175
C -0.171 -0.751 -0.325
C -0.875 0.565 -0.311
O -1.708 0.966 -1.300
C -0.363 1.239 0.767
O 0.722 0.641 1.318
N 0.649 -0.733 0.894
O 1.964 -0.964 0.664
H -1.780 0.253 -1.877
H -0.491 2.217 1.098
H 2.141 -1.804 0.248
```



C2H7O2PS as an isolated structure at a distorted geometry. Source: the Open Molecules 2025 dataset; level of theory: ωB97M-V/def2-TZVPD.

## Properties
Relative energy (zero: lowest compared OMol25 entry of this formula, charge and spin)   141.9 kJ/mol
2S+1   3
LUMO level (alpha / beta)   0.0201 / -0.1430 Eh
Highest occupied orbital energy (alpha / beta)   -5.94 / -9.35 eV
Largest force on an atom   6.64 eV Å⁻¹

Structure (XYZ):
```
13
C2H7O2PS, DFT ωB97M-V/def2-TZVPD
C 1.497 0.168 -0.316
C 0.775 0.224 1.016
O -1.139 -1.730 -0.588
O -0.444 0.806 0.763
P -1.562 0.368 -0.275
S -3.337 0.880 0.410
H 1.110 -0.554 -1.150
H 1.276 1.204 -0.669
H 2.611 0.050 -0.228
H 1.304 0.726 1.766
H 0.729 -0.764 1.583
H -1.982 -2.102 -0.861
H -0.838 0.722 -1.451
```



One molecule with the formula C6H12O. Source: the Open Molecules 2025 dataset; level of theory: ωB97M-V/def2-TZVPD.

## Properties
SMILES string   CC[C@H]1C[C@]1(C)O
Relative energy (zero: lowest compared OMol25 entry of this formula, charge and spin)   135.6 kJ/mol
LUMO level   0.0363 Eh
Highest occupied orbital energy   -9.59 eV
Largest force on an atom   0.43 eV Å⁻¹

Structure (XYZ):
```
19
C6H12O, DFT ωB97M-V/def2-TZVPD
C -1.627 -1.150 1.532
C -1.123 -1.020 0.089
C 0.342 -0.662 0.048
C 1.190 -0.468 -1.179
C 0.944 0.700 -0.278
C 0.394 1.934 -1.001
O 1.973 1.024 0.629
H -2.704 -1.345 1.558
H -1.437 -0.237 2.109
H -1.128 -1.976 2.055
H -1.691 -0.241 -0.432
H -1.304 -1.965 -0.440
H 0.916 -1.170 0.830
H 0.662 -0.429 -2.131
H 2.199 -0.860 -1.218
H 1.093 2.154 -1.822
H 0.369 2.832 -0.374
H -0.591 1.799 -1.461
H 1.525 1.078 1.486
```



One molecule with the formula C5H6O2 at a distorted geometry. Source: the Open Molecules 2025 dataset; level of theory: ωB97M-V/def2-TZVPD.

## Properties
SMILES string   C#C[C@@H](C)OC=O
Relative energy (zero: lowest compared OMol25 entry of this formula, charge and spin)   294.2 kJ/mol
LUMO level   0.0306 Eh
Highest occupied orbital energy   -9.96 eV
Largest force on an atom   2.09 eV Å⁻¹

Structure (XYZ):
```
13
C5H6O2, DFT ωB97M-V/def2-TZVPD
C 1.230 -0.419 -2.492
C 0.403 -0.220 -1.636
C -0.029 -0.054 -0.268
C 0.311 1.292 0.413
O -1.356 -0.479 0.071
C -1.433 -0.911 1.345
O -0.526 -0.939 2.135
H 2.084 -0.952 -2.833
H 0.610 -0.961 -0.082
H -0.598 1.828 0.726
H 0.868 1.959 -0.251
H 0.893 1.101 1.313
H -2.456 -1.245 1.558
```